Computed, not measured: a molecular structure, C26H24Cl5NOP2Sm at a distorted geometry, with the ωB97M-V functional and the def2-TZVPD basis.

The geometry in XYZ format:
```
60
C26H24Cl5NOP2Sm the ωB97M-V functional and the def2-TZVPD basis
C -0.59 -2.50 -4.35
C -0.92 -1.35 -3.66
C -2.15 -1.35 -2.91
C -2.89 -2.57 -2.62
C -2.19 -3.73 -3.02
C -1.20 -3.72 -4.03
C -4.06 -2.48 -1.76
C -4.22 -1.21 -1.05
C -3.41 -0.07 -1.45
C -3.44 1.21 -0.77
C -4.42 1.41 0.16
C -5.14 0.32 0.71
C -4.86 -0.98 0.20
H 0.13 -2.48 -5.16
H -2.31 -4.65 -2.43
H -0.78 -4.67 -4.43
H -4.51 -3.40 -1.34
H -4.67 2.41 0.52
H -5.75 0.46 1.62
H -5.01 -1.82 0.88
N -2.28 -0.28 -2.13
Sm 1.11 -1.26 1.44
C 0.00 -0.16 -3.58
H -0.62 0.74 -3.57
H 0.70 -0.14 -4.43
C -2.32 2.18 -1.02
H -2.09 2.15 -2.09
H -2.61 3.19 -0.72
P 1.01 -0.16 -1.93
P -0.75 1.66 -0.10
C -1.33 2.18 1.55
H -0.47 2.17 2.24
H -1.75 3.18 1.50
H -2.07 1.47 1.93
C 0.19 3.16 -0.54
H -0.28 4.03 -0.05
H 1.21 3.06 -0.18
H 0.20 3.31 -1.62
C 1.96 -1.68 -2.30
H 2.42 -1.59 -3.29
H 2.75 -1.80 -1.55
H 1.32 -2.57 -2.27
C 2.24 1.05 -2.48
H 2.88 1.30 -1.64
H 2.85 0.62 -3.28
H 1.78 1.98 -2.84
C 2.57 1.26 0.99
O 3.28 2.17 0.94
H -0.25 -0.43 0.67
Cl -2.76 -0.81 3.33
C -2.08 -2.38 3.15
C -0.98 -2.54 2.30
C -0.54 -3.83 2.05
Cl 0.85 -3.89 0.86
C -1.08 -4.98 2.70
Cl -0.48 -6.56 2.38
C -2.12 -4.79 3.66
Cl -2.74 -6.11 4.57
C -2.63 -3.48 3.87
Cl -3.90 -3.24 5.00
```

The HOMO-LUMO gap (alpha / beta) is 5.44 / 5.83 eV. The spin multiplicity is 6. The value obtained for the max |F| is 0.087 Eh/bohr. The net charge is +1. The calculation puts the LUMO energy (alpha / beta) at -4.40 / -4.00 eV.


Computed, not measured: a molecular structure, C26H24ClIN4O5PtS, with the ωB97M-V functional and the def2-TZVPD basis.

The geometry in XYZ format:
```
63
C26H24ClIN4O5PtS the ωB97M-V functional and the def2-TZVPD basis
Pt 0.77 -0.54 -0.78
Cl 4.95 4.83 -0.42
C 4.28 3.25 -0.52
C 5.19 2.16 -0.63
C 4.72 0.90 -0.71
I 5.98 -0.73 -0.83
C 3.28 0.66 -0.69
O 2.79 -0.52 -0.76
C 2.40 1.76 -0.58
N 1.08 1.44 -0.56
C 0.18 2.44 -0.25
C 0.57 3.73 -0.13
C 1.93 4.10 -0.27
C 2.87 3.09 -0.46
H 6.25 2.37 -0.65
H -0.83 2.11 -0.08
H -0.18 4.48 0.10
H 2.25 5.13 -0.18
C -4.12 1.92 -6.04
C -3.78 1.37 -4.68
C -4.13 0.07 -4.33
C -3.80 -0.44 -3.08
C -3.11 0.36 -2.18
C -2.76 1.66 -2.51
C -3.10 2.16 -3.76
S -2.66 -0.32 -0.61
O -3.62 -1.33 -0.29
O -2.45 0.78 0.29
N -1.23 -1.01 -0.91
C -1.00 -2.37 -0.96
C -1.84 -3.49 -0.97
C -1.23 -4.73 -1.01
C 0.16 -4.85 -1.03
C 0.92 -3.70 -1.03
N 0.34 -2.51 -1.00
H -4.83 1.28 -6.56
H -3.22 1.99 -6.66
H -4.54 2.92 -5.97
H -4.67 -0.55 -5.03
H -4.08 -1.44 -2.80
H -2.24 2.28 -1.79
H -2.83 3.17 -4.02
H -2.91 -3.38 -0.92
H -1.85 -5.62 -1.01
H 0.64 -5.82 -1.06
H 2.00 -3.71 -1.05
O 1.60 1.12 2.53
C 1.45 0.00 2.93
O 0.90 -0.97 2.19
C 1.85 -0.45 4.34
N 1.71 -1.91 4.48
C 0.77 -2.21 5.57
C -0.11 -0.97 5.61
C 0.89 0.16 5.37
H 2.88 -0.10 4.49
H 2.60 -2.38 4.58
H 1.01 -1.78 2.74
H 1.29 -2.33 6.53
H 0.22 -3.12 5.36
H -0.64 -0.87 6.56
H -0.85 -1.00 4.81
H 1.43 0.39 6.29
H 0.44 1.08 5.00
```

The HOMO-LUMO gap (alpha / beta) is 5.82 / 6.25 eV. The spin multiplicity is 3. The value obtained for the max |F| is 0.007 Eh/bohr. The calculation puts the LUMO energy (alpha / beta) at 0.32 / -1.96 eV.


Computed, not measured: a molecular structure, C26H24CoN8S2, with the ωB97M-V functional and the def2-TZVPD basis.

The geometry in XYZ format:
```
61
C26H24CoN8S2 the ωB97M-V functional and the def2-TZVPD basis
Co 0.45 0.30 -0.96
C 3.14 -2.49 0.75
C 3.67 -1.86 1.87
C 3.11 -0.67 2.26
C 2.06 -0.09 1.53
N 1.60 -0.68 0.40
C 2.13 -1.87 0.06
N 1.50 1.01 2.12
C 0.60 1.75 1.57
N 0.08 1.67 0.31
C -1.05 2.46 0.25
N -1.92 2.55 -0.67
C -1.75 2.00 -1.92
C -2.77 2.29 -2.85
C -2.59 2.01 -4.18
C -1.36 1.49 -4.58
C -0.44 1.16 -3.62
N -0.64 1.33 -2.30
C -1.16 3.22 1.51
C -2.06 4.18 1.93
C -1.87 4.71 3.20
C -0.83 4.28 4.02
C 0.07 3.30 3.59
C -0.12 2.79 2.33
H 3.51 -3.45 0.40
H 4.49 -2.30 2.43
H 3.44 -0.14 3.14
H 1.71 -2.36 -0.80
H -3.65 2.78 -2.47
H -3.36 2.24 -4.90
H -1.13 1.32 -5.63
H 0.51 0.75 -3.92
H -2.86 4.50 1.29
H -2.55 5.47 3.57
H -0.71 4.71 5.01
H 0.88 2.96 4.22
S 2.43 1.00 -1.85
C 2.11 -0.43 -2.77
C 2.83 -0.99 -3.82
C 2.27 -2.08 -4.47
C 1.04 -2.59 -4.06
C 0.39 -2.00 -3.00
N 0.94 -0.96 -2.36
H 3.77 -0.56 -4.13
H 2.80 -2.54 -5.30
H 0.59 -3.43 -4.56
H -0.56 -2.33 -2.62
C -0.60 -1.72 3.48
N -1.04 -1.16 2.20
C -1.37 -1.77 1.07
S -1.53 -0.87 -0.40
N -1.66 -3.07 1.00
C -2.01 -4.00 2.07
H -0.33 -0.87 4.10
H 0.28 -2.34 3.35
H -1.39 -2.28 3.97
H -0.91 -0.17 2.10
H -1.92 -3.36 0.07
H -1.19 -4.12 2.78
H -2.19 -4.97 1.61
H -2.91 -3.69 2.60
```

The HOMO-LUMO gap (alpha / beta) is 7.29 / 7.29 eV. The value obtained for the max |F| is 0.007 Eh/bohr. The net charge is +1. The calculation puts the LUMO energy (alpha / beta) at -3.29 / -3.29 eV.


Computed, not measured: 3 unconnected molecules or ions with the total composition C26H24F13IN4O5S, with the ωB97M-V functional and the def2-TZVPD basis.

The geometry in XYZ format:
```
74
C26H24F13IN4O5S the ωB97M-V functional and the def2-TZVPD basis
C 1.54 2.39 -5.69
C 1.96 1.02 -5.16
O 2.03 0.97 -3.74
C 0.81 0.62 -3.14
C 1.01 0.56 -1.63
C 0.94 1.86 -0.77
I 1.12 3.67 -1.94
C 2.12 1.88 0.12
N 3.04 1.79 0.80
C -0.32 1.90 0.18
C -0.63 3.26 0.66
N -0.87 4.31 1.05
C -1.62 1.26 -0.34
C -2.19 1.97 -1.58
C -2.97 1.03 -2.45
F -3.84 0.32 -1.69
F -2.16 0.11 -3.07
C -3.83 1.68 -3.57
F -4.54 2.69 -3.02
F -4.71 0.78 -4.04
C -3.01 2.19 -4.82
F -2.94 1.18 -5.69
F -1.74 2.50 -4.48
C -3.67 3.38 -5.61
F -3.21 3.32 -6.86
F -4.98 3.17 -5.63
S -3.32 5.18 -5.03
F -2.82 4.71 -3.59
F -1.84 5.04 -5.58
F -3.82 5.70 -6.44
F -4.79 5.33 -4.45
F -3.02 6.66 -4.62
H 2.00 3.17 -5.08
H 1.88 2.52 -6.72
H 0.45 2.52 -5.68
H 2.95 0.75 -5.54
H 1.26 0.25 -5.52
H 0.49 -0.38 -3.48
H 0.01 1.32 -3.42
H 2.00 0.12 -1.49
H 0.29 -0.16 -1.22
H -0.03 1.35 1.09
H -2.34 1.33 0.48
H -1.47 0.19 -0.52
H -2.87 2.77 -1.27
H -1.40 2.44 -2.17
C 4.82 -2.93 3.26
C 3.67 -3.72 3.17
C 2.43 -3.13 3.00
C 2.37 -1.75 2.91
C 3.49 -0.94 2.99
C 4.73 -1.55 3.16
N 1.06 -1.11 2.73
O 0.08 -1.83 2.62
O 1.03 0.10 2.69
H 5.78 -3.40 3.39
H 3.75 -4.80 3.25
H 1.54 -3.72 2.93
H 3.40 0.13 2.90
H 5.62 -0.94 3.22
C -1.34 -5.64 6.69
C -1.07 -4.28 6.73
C 0.19 -3.83 7.08
C 1.17 -4.76 7.36
C 0.93 -6.13 7.32
C -0.34 -6.56 6.99
N 2.53 -4.29 7.70
O 2.71 -3.09 7.74
O 3.38 -5.14 7.91
H -2.33 -5.99 6.42
H -1.85 -3.56 6.50
H 0.42 -2.77 7.12
H 1.72 -6.82 7.55
H -0.55 -7.62 6.95
```

The HOMO-LUMO gap is 9.05 eV. The value obtained for the max |F| is 0.018 Eh/bohr. Its SMILES is CCOCC[C@](I)(C#N)[C@@H](C#N)CCC(F)(F)C(F)(F)C(F)(F)C(F)(F)S(F)(F)(F)(F)F.O=[N+]([O-])c1ccccc1.O=[N+]([O-])c1ccccc1. The calculation puts the LUMO energy at -0.69 eV.


Computed, not measured: a molecular structure, C26H24F2N3O6STa, with the ωB97M-V functional and the def2-TZVPD basis.

The geometry in XYZ format:
```
63
C26H24F2N3O6STa the ωB97M-V functional and the def2-TZVPD basis
Ta -0.39 0.03 0.80
F 0.74 3.41 4.87
C 0.52 2.16 4.49
C 0.17 1.91 3.17
C -0.07 0.60 2.78
C 0.04 -0.47 3.70
C 0.40 -0.16 5.00
F 0.53 -1.12 5.92
C 0.64 1.14 5.42
C -0.26 -1.82 3.20
C -0.29 -3.00 3.91
C -0.65 -4.18 3.27
C -0.98 -4.17 1.93
C -0.93 -2.98 1.25
N -0.58 -1.83 1.87
H 0.08 2.74 2.49
H 0.92 1.35 6.44
H -0.05 -3.00 4.96
H -0.67 -5.11 3.83
H -1.26 -5.07 1.40
H -1.17 -2.91 0.20
C -7.88 2.80 -1.80
C -6.51 2.33 -1.43
C -5.44 3.24 -1.37
C -4.17 2.82 -1.02
C -3.99 1.47 -0.74
C -5.02 0.53 -0.79
C -6.28 0.98 -1.14
S -2.42 0.93 -0.38
O -1.70 1.77 0.64
O -2.41 -0.41 0.36
O -1.49 0.74 -1.48
H -7.87 3.80 -2.21
H -8.52 2.80 -0.91
H -8.34 2.13 -2.52
H -5.61 4.28 -1.59
H -3.35 3.53 -0.97
H -4.84 -0.51 -0.56
H -7.10 0.28 -1.19
C 3.79 -2.29 -2.31
C 4.37 -2.58 -0.93
C 3.82 -1.65 0.17
C 4.46 -2.00 1.54
C 3.95 -1.15 2.70
C 4.24 -0.22 -0.17
O 5.35 0.13 -0.36
N 3.20 0.78 -0.19
C 1.94 0.50 0.03
O 0.99 1.38 0.10
N 1.47 -0.74 0.26
C 2.32 -1.88 0.31
O 1.85 -2.97 0.46
H 4.20 -2.97 -3.05
H 4.03 -1.28 -2.65
H 2.70 -2.42 -2.33
H 5.45 -2.46 -0.94
H 4.14 -3.60 -0.63
H 5.53 -1.87 1.42
H 4.26 -3.05 1.72
H 4.15 -0.08 2.55
H 4.45 -1.44 3.62
H 2.87 -1.28 2.86
H 3.49 1.74 -0.37
```

The HOMO-LUMO gap is 7.03 eV. The value obtained for the max |F| is 0.011 Eh/bohr. The net charge is +2. The calculation puts the LUMO energy at -7.92 eV.


Computed, not measured: a molecular structure, C26H24IN7SSeSr at a distorted geometry, with the ωB97M-V functional and the def2-TZVPD basis.

The geometry in XYZ format:
```
61
C26H24IN7SSeSr the ωB97M-V functional and the def2-TZVPD basis
Sr -0.57 0.02 0.86
C -3.65 -1.05 2.17
C -3.94 0.26 1.82
C -3.35 1.31 2.51
C -2.44 1.05 3.54
C -2.16 -0.27 3.89
C -2.77 -1.32 3.21
H -4.15 -1.87 1.67
H -4.68 0.46 1.05
H -3.63 2.33 2.30
H -2.02 1.87 4.11
H -1.51 -0.47 4.73
H -2.60 -2.34 3.53
Se 1.48 3.58 -6.08
N 2.32 2.48 -5.00
C 1.52 2.25 -3.98
C 1.86 1.41 -2.85
C 3.09 0.75 -2.77
C 3.36 -0.03 -1.67
C 2.39 -0.14 -0.68
N 1.22 0.48 -0.74
C 0.94 1.25 -1.81
C -0.36 1.93 -1.85
N -1.22 1.75 -0.83
C -2.39 2.39 -0.85
C -2.78 3.23 -1.88
C -1.93 3.41 -2.94
C -0.69 2.76 -2.94
C 0.26 2.93 -4.01
N 0.06 3.69 -5.06
H 3.81 0.87 -3.57
H 4.31 -0.55 -1.56
H 2.57 -0.75 0.20
H -3.05 2.21 -0.01
H -3.74 3.72 -1.84
H -2.19 4.04 -3.78
C -1.16 -4.72 0.47
N -0.17 -4.21 -0.47
C -0.32 -3.13 -1.25
S -1.53 -1.96 -0.96
N 0.54 -3.01 -2.27
C 0.50 -1.96 -3.28
H -0.65 -5.21 1.30
H -1.81 -5.44 -0.02
H -1.76 -3.90 0.83
H 0.53 -4.88 -0.75
H 1.11 -3.80 -2.49
H -0.23 -2.18 -4.06
H 1.49 -1.87 -3.73
H 0.23 -1.01 -2.81
I 0.90 -2.49 2.85
C 1.95 -0.72 3.34
C 2.91 -0.73 4.33
C 3.59 0.46 4.55
C 3.29 1.58 3.78
C 2.30 1.47 2.82
N 1.62 0.33 2.60
H 3.13 -1.62 4.90
H 4.35 0.51 5.32
H 3.81 2.51 3.92
H 2.02 2.31 2.20
```

The HOMO-LUMO gap is 8.13 eV. The value obtained for the max |F| is 0.034 Eh/bohr. The net charge is +2. The calculation puts the LUMO energy at -5.70 eV.


Computed, not measured: 2 unconnected molecules or ions with the total composition C26H24N2O2 at a distorted geometry, with the ωB97M-V functional and the def2-TZVPD basis.

The geometry in XYZ format:
```
54
C26H24N2O2 the ωB97M-V functional and the def2-TZVPD basis
C 0.47 3.03 -3.84
N 0.36 2.96 -2.38
C 1.33 2.47 -1.55
C 0.87 2.50 -0.22
C 1.54 1.97 0.91
C 1.14 2.09 2.29
C 0.73 3.31 2.88
C 0.35 3.37 4.19
C 0.33 2.22 4.97
C 0.74 1.02 4.43
C 1.15 0.95 3.12
C -0.48 3.03 -0.27
C -1.47 3.20 0.70
C -2.70 3.68 0.33
C -2.97 3.99 -1.00
C -2.02 3.81 -1.98
C -0.77 3.31 -1.62
H -0.44 3.41 -4.28
H 1.29 3.70 -4.12
H 0.67 2.05 -4.25
H 2.29 2.12 -1.87
H 2.38 1.33 0.70
H 0.75 4.21 2.28
H 0.06 4.31 4.63
H 0.00 2.27 6.00
H 0.70 0.12 5.02
H 1.44 0.01 2.69
H -1.27 2.93 1.72
H -3.47 3.81 1.08
H -3.94 4.38 -1.27
H -2.23 4.03 -3.01
C 3.18 -4.63 -2.12
C 2.90 -3.36 -1.64
C 1.60 -3.00 -1.37
C 0.56 -3.90 -1.57
C -0.85 -3.51 -1.25
C -1.19 -3.74 0.23
C -2.65 -3.39 0.56
O -2.59 -2.39 1.55
C -1.26 -2.15 1.80
O -0.85 -1.32 2.60
N -0.42 -2.93 1.06
C 0.86 -5.17 -2.02
C 2.16 -5.54 -2.30
H 4.20 -4.91 -2.33
H 3.70 -2.66 -1.49
H 1.37 -2.03 -0.97
H -1.01 -2.46 -1.50
H -1.54 -4.07 -1.88
H -0.97 -4.79 0.49
H -3.19 -2.97 -0.29
H -3.22 -4.24 0.96
H 0.06 -5.89 -2.14
H 2.38 -6.53 -2.65
```

The HOMO-LUMO gap is 2.89 eV. The value obtained for the max |F| is 0.074 Eh/bohr. The calculation puts the LUMO energy at -2.70 eV.


Computed, not measured: 2 unconnected molecules or ions with the total composition C26H24N2O8 at a distorted geometry, with the ωB97M-V functional and the def2-TZVPD basis.

The geometry in XYZ format:
```
60
C26H24N2O8 the ωB97M-V functional and the def2-TZVPD basis
O 2.52 -3.36 -1.27
O -2.00 -6.24 -1.46
O -0.83 5.21 2.29
O -0.13 4.88 -2.14
O -1.58 0.49 3.67
O 3.54 -7.17 -4.46
O -3.15 -4.69 0.26
O -0.94 -7.94 -3.10
C 1.48 -4.03 -1.31
C -0.96 -5.59 -1.41
C 0.19 5.88 2.22
C -0.25 5.08 -0.93
C -0.69 -2.15 1.15
C -1.20 1.41 1.48
C 0.39 1.81 3.30
C -1.87 -2.89 1.10
C 1.29 -7.53 -3.76
C 0.39 -2.52 0.36
C 2.51 -5.65 -2.93
C -0.40 2.18 0.62
C 1.17 2.59 2.44
C -0.81 1.23 2.83
C 2.46 -6.78 -3.72
C -1.97 -4.00 0.27
C 0.18 -7.16 -3.02
C 0.32 -3.64 -0.49
C 1.40 -5.24 -2.16
C -0.88 -4.39 -0.53
C 0.21 -6.01 -2.21
C 0.77 2.79 1.10
N -1.45 5.31 -0.39
N 1.03 5.90 1.19
C 0.54 6.81 3.37
C -2.71 5.35 -1.13
C 1.59 3.69 0.19
C 1.03 5.10 -0.06
H -2.49 0.46 3.38
H 4.26 -6.54 -4.34
H -3.04 -5.43 -0.38
H -1.62 -7.52 -2.52
H -0.61 -1.30 1.82
H -2.11 0.95 1.12
H 0.67 1.66 4.33
H -2.72 -2.62 1.72
H 1.24 -8.42 -4.38
H 1.30 -1.92 0.41
H 3.43 -5.06 -2.89
H -0.70 2.32 -0.41
H 2.08 3.06 2.81
H -1.49 5.37 0.62
H 1.81 6.53 1.29
H -0.21 6.69 4.16
H 1.52 6.54 3.76
H 0.53 7.84 3.02
H -2.71 6.22 -1.79
H -3.55 5.43 -0.44
H -2.82 4.45 -1.73
H 1.70 3.19 -0.78
H 2.60 3.78 0.60
H 1.76 5.59 -0.71
```

The HOMO-LUMO gap is 7.16 eV. The value obtained for the max |F| is 0.037 Eh/bohr. Its SMILES is O=C1c2cccc(O)c2C(=O)c2c(O)cc(O)cc21.CNC(=O)[C@H](Cc1ccc(O)cc1)NC(C)=O. The calculation puts the LUMO energy at -1.34 eV.


no.,total energy (Eh)
1,-4776.3451
2,-2875.7914
3,-3622.2983
4,-3594.2451
5,-2275.4116
6,-4516.1762
7,-1265.0509
8,-1716.6973